The following is a DFT calculation (ωB97M-V with the def2-TZVPD basis set) of a 11-piece molecular cluster, C43H58F17N13OS2 overall in a non-equilibrium geometry.

The geometry in XYZ format:
```
134
Properties=species:S:1:pos:R:3:forces:R:3:mulliken_charge:R:1
C 5.78158 1.73414 2.12331 -0.05 -0.06 -0.16 -0.589
C 4.64344 2.74592 1.98458 0.15 0.04 0.05 -0.737
N 4.59455 3.57545 0.76205 0.33 -1.52 0.19 0.268
C 5.89421 4.17708 0.38460 -0.03 1.17 -0.43 -0.821
C 6.65642 3.50119 -0.74783 0.21 -0.07 0.12 -0.999
C 3.88766 3.04024 -0.29226 -0.04 0.76 -0.14 -0.372
S 3.60133 1.47131 -0.61996 -0.29 -0.21 0.28 0.069
S 3.21514 4.34197 -1.36036 0.39 0.16 -0.43 -0.252
C 1.58581 4.43995 -0.56237 0.05 -0.35 0.55 -1.128
C 0.57902 3.54469 -1.26469 0.01 0.16 -0.20 0.138
C -0.84063 3.63165 -0.69024 0.51 -0.52 -0.77 -1.691
C -1.62762 2.31239 -0.64923 -0.99 0.69 1.41 2.791
C -1.02104 1.39625 0.42828 1.26 -0.60 -0.85 -1.611
C -1.34867 -0.09196 0.22950 -0.22 0.92 0.24 -0.098
C -0.93979 -0.89444 1.43835 0.05 0.16 0.18 0.964
F 0.35438 -0.62565 1.75532 -0.25 -0.21 -0.08 -0.290
F -1.69033 -0.49577 2.50921 0.13 -0.12 -0.27 -0.378
C -1.08308 -2.47325 1.34295 -0.03 0.24 0.98 0.396
F 0.11002 -3.06480 1.53720 -0.33 -0.01 -0.38 -0.216
F -1.87404 -2.88844 2.37439 0.12 0.16 -0.34 -0.265
C -1.79037 -3.04607 0.08774 -0.30 -0.56 -0.01 0.785
F -2.99243 -2.44076 -0.04057 0.30 -0.08 0.00 -0.299
F -2.04139 -4.34971 0.37696 0.26 0.32 -0.14 -0.227
C -1.09844 -3.03930 -1.33081 -0.31 -0.38 -0.71 0.407
F -1.47738 -4.18696 -1.95270 -0.01 0.31 0.26 -0.257
F -1.58358 -2.02647 -2.08450 0.23 -0.03 0.36 -0.202
C 0.44740 -3.03349 -1.39066 0.35 -0.59 -0.07 0.260
F 0.85471 -4.23813 -0.90706 -0.11 0.35 -0.04 -0.290
F 0.98392 -2.05579 -0.64531 -0.24 -0.07 -0.19 -0.187
C 1.01320 -2.88023 -2.84494 0.08 0.78 -0.20 0.573
F 0.24261 -3.45775 -3.78270 0.03 0.01 0.41 -0.294
F 1.06301 -1.54850 -3.11722 -0.04 -0.35 0.12 -0.299
C 2.44608 -3.45156 -2.99150 0.31 -0.49 -0.18 0.808
F 3.17724 -3.27470 -1.87237 -0.28 0.13 -0.20 -0.244
F 2.34152 -4.78288 -3.21831 -0.03 0.29 0.07 -0.320
C 3.26030 -2.83533 -4.17850 0.38 -0.25 0.24 0.462
F 3.74814 -1.64735 -3.83947 -0.21 -0.09 -0.13 -0.186
F 4.29521 -3.66174 -4.40641 -0.26 0.20 -0.11 -0.246
F 2.54025 -2.74100 -5.28886 -0.03 0.04 0.16 -0.250
N -2.95943 2.75158 -0.11262 -0.44 -0.89 0.47 0.059
C -4.04343 2.40823 -0.86376 0.15 -0.06 -0.39 -0.132
O -5.19010 2.36999 -0.47169 -0.15 0.04 0.08 -0.727
C -3.50876 2.14274 -2.24852 1.10 -0.02 0.65 -0.914
C -2.02896 1.68091 -2.01097 -0.84 0.50 -1.46 0.590
C -1.27322 2.10665 -3.28453 0.87 -0.09 0.37 -1.757
N -0.01532 1.37467 -3.55550 -0.68 -0.30 0.06 -0.458
H 5.93064 1.13694 1.22482 -0.13 0.05 -0.06 0.179
H 6.72784 2.22662 2.35739 -0.33 -0.20 0.01 -0.048
H 5.51566 1.03102 2.91557 0.13 0.08 0.10 0.452
H 4.71538 3.44175 2.82527 -0.06 0.10 -0.07 0.433
H 3.67266 2.25823 2.06021 0.05 -0.05 -0.02 0.418
H 6.54210 4.22223 1.25565 -0.24 -0.19 0.23 0.528
H 5.72909 5.21742 0.08678 -0.15 -0.04 0.06 0.362
H 7.63966 3.97222 -0.80554 -0.01 -0.01 0.00 0.413
H 6.82224 2.43898 -0.56891 -0.09 -0.02 -0.02 0.202
H 6.17605 3.63906 -1.71726 -0.12 -0.09 0.04 0.366
H 1.27004 5.48036 -0.51376 0.03 0.03 -0.17 0.688
H 1.74620 4.10657 0.46630 -0.15 0.17 0.07 0.344
H 0.57532 3.82601 -2.31726 0.05 -0.08 -0.02 0.371
H 0.97028 2.52513 -1.22424 0.00 0.00 -0.02 -0.243
H -0.78973 4.02392 0.32308 -0.18 0.02 0.14 -0.694
H -1.43933 4.31145 -1.28974 0.07 0.21 0.13 0.439
H 0.06462 1.49278 0.33357 0.02 -0.01 0.21 0.523
H -1.25760 1.72245 1.43957 -0.23 0.19 -0.08 0.558
H -2.42670 -0.15342 0.07961 0.02 -0.45 -0.01 0.499
H -0.82408 -0.42058 -0.66375 -0.08 -0.19 0.12 -0.238
H -3.14484 2.65357 0.87948 0.30 0.28 0.00 0.374
H -4.05561 1.40165 -2.81970 -0.30 0.31 -0.14 0.413
H -3.41192 3.12328 -2.72240 -0.54 -0.11 -0.38 0.434
H -2.04627 0.59170 -2.06906 0.18 -0.03 0.64 -0.011
H -1.93657 1.97812 -4.13943 0.01 -0.11 -0.02 0.499
H -1.04467 3.17244 -3.23740 -0.15 0.04 -0.01 0.349
H 0.35318 1.00381 -2.68353 0.24 0.24 -0.08 0.025
H -0.25536 0.54899 -4.09835 0.16 0.08 -0.03 0.443
C -2.70108 6.44099 2.28633 0.00 -0.06 0.02 -0.705
C -1.32086 5.97208 2.33759 0.30 -0.04 -0.02 0.461
N -0.23133 5.60614 2.37501 -0.31 0.04 0.01 -0.433
H -2.78109 7.28856 1.60869 0.04 0.01 0.01 0.104
H -3.34972 5.64014 1.93360 -0.02 0.01 -0.01 0.192
H -3.02427 6.74734 3.27920 -0.03 0.00 -0.01 0.384
C -2.34909 -7.04604 1.81167 -0.01 -0.02 0.03 -0.190
C -2.45531 -7.87575 3.00584 0.04 0.09 -0.17 0.098
N -2.53638 -8.51355 3.95363 -0.04 -0.10 0.19 -0.403
H -2.15706 -6.01485 2.09940 0.01 0.00 0.01 -0.055
H -1.53319 -7.40147 1.18494 -0.01 -0.03 0.01 0.202
H -3.27797 -7.09339 1.24514 0.01 0.00 -0.01 0.305
C -7.71827 3.37296 1.92276 0.09 0.05 0.02 -0.298
C -7.62233 4.62791 2.65945 -0.06 -0.15 -0.10 0.242
N -7.54665 5.61747 3.23352 0.07 0.17 0.09 -0.409
H -8.44864 3.45818 1.12107 0.02 0.00 -0.02 0.165
H -6.74825 3.13111 1.48829 -0.05 -0.08 -0.08 0.036
H -8.02214 2.57499 2.59882 0.02 -0.01 -0.01 0.253
C -4.64452 -3.84029 3.78648 0.01 -0.02 0.03 -0.116
C -6.07183 -3.54535 3.80405 -0.32 0.06 0.01 0.161
N -7.19749 -3.31281 3.81893 0.27 -0.03 -0.04 -0.375
H -4.47460 -4.81523 3.33183 0.00 0.00 0.02 0.092
H -4.11339 -3.08219 3.21584 -0.02 0.01 0.01 -0.083
H -4.25828 -3.85356 4.80428 0.01 -0.01 -0.01 0.328
C -3.60824 7.48862 -1.61460 0.02 -0.03 -0.01 -0.947
C -2.22440 7.02894 -1.56160 -0.10 0.08 -0.02 0.504
N -1.13721 6.66561 -1.52538 0.08 0.10 0.00 -0.413
H -3.68820 8.33824 -2.28978 -0.01 0.00 0.00 0.331
H -4.25092 6.68594 -1.97252 -0.01 0.01 0.01 0.275
H -3.93909 7.79076 -0.62284 -0.02 0.01 -0.01 0.277
C 3.79142 -6.57315 -0.02818 0.05 -0.02 -0.02 -0.534
C 4.28096 -5.63913 0.97740 -0.06 -0.08 -0.11 0.341
N 4.66802 -4.90336 1.76502 -0.02 0.17 0.18 -0.438
H 3.11522 -6.06087 -0.71106 0.00 -0.01 -0.01 0.009
H 4.63316 -6.97354 -0.59126 0.00 0.01 0.00 0.307
H 3.26034 -7.39232 0.45380 0.00 0.00 -0.01 0.347
C 9.75670 2.45673 4.52053 -0.02 -0.04 0.00 -0.856
C 9.18279 2.81885 3.23138 0.14 0.03 0.12 0.429
N 8.72878 3.11008 2.22035 0.16 0.15 -0.13 -0.416
H 10.60040 1.78563 4.37209 0.00 0.00 0.01 0.277
H 10.09691 3.35307 5.03518 0.00 -0.01 0.01 0.274
H 9.00566 1.95554 5.12885 0.01 0.00 0.01 0.286
C -10.33821 0.01066 1.06611 0.03 -0.02 0.00 -0.773
C -9.91430 1.05144 0.13682 0.05 0.21 -0.25 0.408
N -9.58913 1.87055 -0.60201 -0.10 -0.21 0.24 -0.439
H -9.61060 -0.79907 1.07388 -0.01 0.00 0.02 0.264
H -10.42324 0.42056 2.07095 0.00 -0.01 0.00 0.263
H -11.30603 -0.38238 0.76068 0.00 0.00 0.01 0.305
C -0.99230 -8.48865 -2.31607 0.00 -0.01 0.02 -0.391
C -1.09499 -9.32100 -1.12190 0.01 0.08 -0.16 0.315
N -1.17617 -9.97745 -0.18577 -0.01 -0.02 0.15 -0.378
H -0.80730 -7.45354 -2.03200 0.00 0.00 -0.02 -0.077
H -0.17235 -8.83871 -2.94020 0.00 0.01 -0.01 0.284
H -1.91940 -8.54159 -2.88353 0.01 0.01 -0.01 0.291
C 6.67088 -3.52018 -2.49730 0.06 -0.03 0.07 -0.319
C 6.98434 -4.39492 -1.37425 0.04 0.13 -0.18 0.306
N 7.22420 -5.09605 -0.50096 0.05 -0.22 0.14 -0.400
H 5.65871 -3.14873 -2.38240 -0.03 0.09 0.00 -0.184
H 7.35711 -2.67643 -2.53161 0.02 -0.02 0.04 0.347
H 6.74541 -4.08010 -3.42711 -0.01 0.03 -0.02 0.258
```
Positions in Å, forces in eV/Å.

charge	0
structure (SMILES)	CCN(CC)C(=S)SCCC[C@@]1(CCC(F)(F)C(F)(F)C(F)(F)C(F)(F)C(F)(F)C(F)(F)C(F)(F)C(F)(F)F)NC(=O)C[C@H]1CN.CC#N.CC#N.CC#N.CC#N.CC#N.CC#N.CC#N.CC#N.CC#N.CC#N
energy above the lowest of the compared OMol25 structures with the same formula, charge and spin	0.00	kcal/mol
calculated total energy	-4954.3729	a.u.
HOMO-LUMO gap	7.83	eV
maximum force	1.9	eV/Å
E_HOMO	-7.87	eV
LUMO level	-0.0016	hartree